A 2-piece molecular cluster, C3H10N3O overall at a distorted geometry. Source: the OMol25 dataset; level of theory: ωB97M-V with the def2-TZVPD basis set.

## Properties
relative energy (zero: lowest compared OMol25 entry of this formula, charge and spin): 534.2 kJ/mol
HOMO-LUMO gap: 6.0087 eV
charge: -1
highest occupied orbital energy: -0.0654 hartree

Atoms and positions in Å:
1 C -2.2627 -1.3993 0.7226
2 C 1.3662 1.4282 0.9927
3 C 2.9620 0.0784 -0.1558
4 N -1.8547 -1.3461 -0.6564
5 N 1.5639 0.2989 0.2871
6 N 0.6596 -0.5630 -0.0128
7 O 1.1216 -1.6216 -0.8111
8 H -2.8318 -0.5004 0.8335
9 H -2.7783 -2.3942 0.9488
10 H -1.3349 -1.2343 1.3686
11 H 0.3652 1.7515 1.3834
12 H 2.1722 1.7263 1.6526
13 H -1.6966 -0.2052 -0.8584
14 H 2.7406 -0.4286 -1.1659
15 H 3.5740 0.9368 0.0467
16 H 3.1678 -0.7656 0.5504
17 H -0.9465 -1.7074 -0.7035

Forces on atoms 1 to 2 (eV/Å):
1.3983 -0.6169 0.7670
-1.3242 2.3880 1.3265

natural (NBO) population analysis, charges in e, atoms 1 to 5:
1 C -0.425
2 C -0.630
3 C -0.491
4 N -0.837
5 N -0.101